No. 1
Here is C45H52BrCl7CsN7O3S2Si as an isolated structure at a distorted geometry from the Open Molecules 2025 dataset. Energies are from wB97M-V/def2-TZVPD.

Values from the calculation:
- Charge: -2
- LUMO: 3.3 eV
- Relative energy (zero: lowest compared OMol25 entry of this formula, charge and spin): 0.0 kcal/mol

Each line ends with the Mulliken charge.
CARTESIAN COORDINATES (ANGSTROEM)
Cs1 0.63097 -1.18765 0.59735  2.41
C1 -4.76527 3.47001 -0.43381  -0.93
N1 -3.63300 3.78596 0.40298  0.20
C2 -2.97911 5.00211 0.43723  -0.58
C3 -1.93722 4.86581 1.28070  -0.36
N2 -1.95718 3.56666 1.74810  0.49
C4 -3.00431 2.87658 1.19884  -0.16
S1 -3.47757 1.30090 1.46983  -0.32
C5 -0.89661 3.01651 2.53243  -0.05
C6 -0.56413 3.60750 3.74074  -0.47
C7 0.52336 3.08539 4.42472  -0.57
C8 1.22029 2.01650 3.88183  -1.24
C9 0.78779 1.52283 2.66297  -0.29
N3 -0.25063 2.00807 1.99382  0.32
H1 -5.34313 4.37890 -0.59644  0.31
H2 -5.37235 2.72252 0.07426  0.34
H3 -4.43699 3.06095 -1.39066  0.30
H4 -3.30512 5.83980 -0.14907  0.43
H5 -1.14901 5.54175 1.55120  0.43
H6 -1.14276 4.43089 4.13579  0.53
H7 0.81817 3.51169 5.37489  0.40
H8 2.07398 1.57219 4.37011  0.54
H9 1.30351 0.71598 2.16340  0.30
C10 -1.96039 -5.23609 -2.71780  -1.95
C11 -3.23767 -4.60114 -3.28861  2.71
C12 -4.24520 -5.72123 -3.58397  -1.86
C13 -2.83050 -3.96783 -4.62532  -2.28
Si1 -3.98225 -3.29345 -2.09371  -0.42
Br1 -2.29161 -2.01389 -1.43369  0.00
C14 -4.71331 -4.03691 -0.47930  2.69
C15 -6.13413 -4.56983 -0.71453  -1.95
C16 -3.86178 -5.19083 0.06782  -2.10
C17 -4.75880 -3.00106 0.66083  -1.84
C18 -5.19241 -2.07525 -2.97064  2.69
C19 -4.47551 -1.12359 -3.94283  -2.03
C20 -6.28071 -2.81502 -3.76194  -1.89
C21 -5.88043 -1.16711 -1.94124  -2.28
H10 -1.57661 -5.94760 -3.45593  0.52
H11 -2.11495 -5.77536 -1.79022  0.35
H12 -1.18717 -4.49310 -2.53333  0.24
H13 -3.79393 -6.42693 -4.28942  0.52
H14 -5.16501 -5.35343 -4.03819  0.30
H15 -4.51521 -6.28600 -2.69393  0.30
H16 -2.31055 -4.72263 -5.22324  0.59
H17 -2.14824 -3.12886 -4.49116  0.42
H18 -3.68548 -3.62707 -5.20732  0.30
H19 -6.17488 -5.33230 -1.49296  0.30
H20 -6.84741 -3.78805 -0.97524  0.32
H21 -6.48705 -5.03457 0.21183  0.53
H22 -3.83737 -6.06090 -0.58725  0.30
H23 -4.30218 -5.51193 1.01629  0.62
H24 -2.83943 -4.88191 0.27932  0.19
H25 -5.31074 -2.09656 0.42064  0.28
H26 -3.75932 -2.71052 0.97760  0.16
H27 -5.24935 -3.46787 1.52004  0.54
H28 -3.97724 -1.63068 -4.76400  0.32
H29 -3.73798 -0.50574 -3.43491  0.35
H30 -5.22806 -0.45765 -4.37722  0.55
H31 -5.87107 -3.35400 -4.61473  0.30
H32 -6.99077 -2.08103 -4.15739  0.54
H33 -6.84886 -3.52436 -3.16010  0.28
H34 -5.15898 -0.60214 -1.35089  0.45
H35 -6.53194 -1.70633 -1.25566  0.27
H36 -6.50083 -0.44418 -2.48174  0.62
N4 3.08481 -1.24530 2.02442  -0.94
C22 4.18304 -1.28653 2.40561  0.37
N5 5.38546 -1.20579 2.89666  -0.81
C23 6.22071 -2.17301 2.58855  0.68
N6 7.03631 -2.97197 2.37970  -0.72
C24 3.11338 -3.63579 -2.86117  -1.26
S2 3.12420 -2.37047 -1.60227  0.81
C25 4.67446 -2.77639 -0.82571  -0.68
O1 2.05370 -2.77351 -0.60758  -0.88
H37 3.89227 -3.43020 -3.59068  0.34
H38 2.13976 -3.58619 -3.34345  0.28
H39 3.25758 -4.60754 -2.39207  0.44
H40 5.46674 -2.75825 -1.57203  0.39
H41 4.56855 -3.75160 -0.35573  0.54
H42 4.87761 -2.01724 -0.07880  -0.41
Cl1 0.62037 -0.85553 -3.68824  0.20
C26 1.55107 0.05844 -4.83799  0.18
C27 1.14527 -0.00131 -6.15859  -0.80
C28 1.84979 0.70144 -7.12519  -0.47
C29 2.91842 1.49063 -6.74109  -0.54
C30 3.28631 1.56159 -5.40521  0.89
Cl2 4.48687 2.74297 -4.98230  -0.22
C31 2.65639 0.80747 -4.40247  -1.15
N7 2.97903 0.83925 -3.06270  0.49
C32 4.24865 0.63276 -2.55866  0.40
C33 5.27375 0.05602 -3.31354  -0.37
C34 6.52611 -0.17731 -2.76453  -0.89
C35 6.77948 0.13917 -1.44244  -0.75
C36 5.74419 0.66154 -0.67398  -0.57
C37 4.47925 0.90315 -1.18864  0.60
C38 3.37245 1.25975 -0.22703  0.22
C39 2.47152 2.49284 -0.51414  0.52
O2 2.58961 3.46611 0.22994  -0.81
O3 1.63988 2.36826 -1.46637  -0.88
H43 0.28659 -0.60585 -6.41197  0.45
H44 1.54882 0.65563 -8.16262  0.37
H45 3.45576 2.09442 -7.45817  0.41
H46 2.29128 1.38370 -2.41742  0.41
H47 5.08458 -0.20472 -4.34638  0.52
H48 7.30373 -0.61547 -3.38097  0.35
H49 7.74377 -0.05450 -0.99324  0.37
H50 5.90246 0.84440 0.38240  0.40
H51 3.79265 1.40786 0.76727  0.42
H52 2.73334 0.37654 -0.16640  -1.05
Cl3 -1.58119 -1.06104 4.17050  -0.17
C40 -0.84971 -2.65318 3.79157  0.65
C41 -0.84513 -3.06565 2.48325  -1.29
C42 -0.22126 -4.26287 2.26576  1.02
Cl4 -0.08192 -4.84359 0.56426  -0.10
C43 0.33613 -5.06481 3.25354  -0.45
Cl5 1.08031 -6.59364 2.90057  -0.24
C44 0.27937 -4.61165 4.56834  0.58
Cl6 0.94642 -5.56838 5.84701  -0.25
C45 -0.31598 -3.38112 4.84650  -0.33
Cl7 -0.37269 -2.81060 6.48770  -0.24

Force components x, y, z for each atom (eV/Å):
-2.0550 1.2774 0.5362
-0.0215 0.0036 0.0691
-0.0965 -0.0007 -0.1615
0.2442 0.0786 0.2251
-0.1675 0.1804 -0.2517
0.0924 -0.0332 0.0496
-0.0933 -0.2880 0.1163
0.0021 0.0168 -0.0002
-0.0690 0.0514 -0.0408
0.0086 -0.1120 0.0020
0.0910 -0.0920 0.0267
-0.1646 0.1723 0.0046
-0.0022 -0.0167 -0.2194
0.0627 -0.0877 -0.0161
-0.0074 -0.0062 -0.0354
0.0179 0.0082 -0.0169
-0.0140 -0.0181 -0.0019
0.0091 0.0537 -0.0291
0.0390 0.0514 -0.0081
-0.0295 0.0147 -0.0220
0.0114 -0.0060 0.0172
0.0421 0.0039 0.0323
0.3212 0.1474 0.4386
-0.0195 0.0344 -0.0117
-0.0039 -0.0167 0.0084
0.0220 -0.0424 -0.0390
-0.0491 0.0004 -0.0154
-0.1619 -0.0682 0.0976
0.2628 0.1771 -0.0222
-0.0532 0.0473 0.0107
-0.0467 -0.0358 0.0583
-0.0032 -0.0013 -0.0394
-0.0124 0.0053 -0.0694
-0.0308 -0.0160 -0.0206
-0.0093 -0.0148 0.0238
-0.0307 0.0124 -0.0223
-0.0218 0.0182 0.0063
0.0448 -0.0413 -0.0237
-0.0515 -0.0393 0.1198
0.0604 0.0735 0.0049
0.0188 -0.0334 -0.0309
-0.0516 0.0409 -0.0127
0.0136 -0.0266 0.1050
0.0261 -0.0349 -0.0388
0.0524 0.0712 0.0408
-0.0740 0.0083 -0.0211
0.0073 -0.0535 -0.0738
0.0111 0.0519 0.0133
-0.0321 -0.0143 0.0249
-0.0262 -0.0415 -0.0797
-0.0040 -0.0337 0.0544
0.0856 0.0321 -0.0237
-0.0205 0.0453 -0.0362
0.1017 0.0214 0.0259
-0.0212 -0.0234 0.0537
0.0253 -0.0530 -0.0242
0.0473 0.0193 0.0560
-0.0224 0.0557 -0.0354
0.0592 -0.0431 -0.0734
-0.0367 0.0299 -0.0205
0.0125 -0.0164 0.0478
0.0629 0.0189 0.0589
-0.0138 -0.0447 -0.0131
-0.0388 0.0347 -0.0113
0.0975 0.0227 0.1471
-0.0861 0.2648 0.2231
0.0784 -0.0423 -0.0679
0.1873 0.0691 0.1332
0.1954 -0.2205 -0.1150
-0.0136 -0.1959 -0.0165
-0.3890 0.1758 0.5244
0.0667 -0.1336 -0.0901
1.6779 -1.2144 -1.7396
0.1167 0.0504 -0.0512
-0.0434 0.0072 0.0050
-0.0142 -0.0634 0.0125
0.0367 -0.0002 -0.0296
0.0565 -0.0734 0.0419
-0.0483 0.0571 0.0790
0.0389 0.0272 0.0851
-0.1419 -0.2099 -0.0380
0.1039 0.0825 -0.0879
-0.0708 -0.0676 0.0880
0.0343 0.0063 0.0873
0.0153 0.1516 -0.1296
0.0587 -0.1324 0.0711
-0.1136 0.0048 -0.0576
-0.1182 0.2043 0.1951
0.0080 -0.0208 0.1583
-0.0493 0.1033 -0.0197
0.0961 -0.0115 -0.0424
-0.0299 0.0129 0.0194
0.0438 -0.0025 0.0170
0.0367 -0.0326 -0.0140
0.0122 0.2221 0.0487
-0.0706 -0.0978 0.0081
0.1015 0.2124 0.2329
-0.0340 -0.1818 -0.3131
-0.0212 -0.0142 -0.0368
-0.0038 -0.0086 -0.0328
0.0080 0.0170 -0.0322
0.0913 -0.0754 -0.0360
-0.0081 -0.0144 -0.0887
-0.0127 -0.0020 -0.0030
0.0375 -0.0088 -0.0037
0.0264 0.0110 0.0195
0.0759 -0.0774 -0.0767
-0.0573 0.0649 -0.0437
0.1235 -0.2882 -0.0852
-0.2189 0.3180 0.1443
-0.1525 -0.0336 -0.0102
-0.0108 -0.2300 -0.3723
-0.1061 -0.0040 0.3293
0.0406 -0.0827 0.0094
-0.0020 0.0133 0.0105
-0.0022 -0.0048 0.0503
0.0099 -0.0183 0.0391
0.0322 -0.0259 0.1066
0.0110 -0.0134 -0.0197

***

No. 2
Here is C45H53BaCl2F5N4O7P3S as an isolated structure at a distorted geometry from the Open Molecules 2025 dataset. Energies are from wB97M-V/def2-TZVPD.

Values from the calculation:
- Charge: -1
- LUMO: 1.9 eV
- Relative energy (zero: lowest compared OMol25 entry of this formula, charge and spin): 61.2 kcal/mol

Each line ends with the Mulliken charge.
CARTESIAN COORDINATES (ANGSTROEM)
Ba1 -0.01671 1.18240 -1.52371  1.36
F1 1.79195 5.75729 -5.29482  -0.37
C1 0.85902 4.79403 -5.04251  0.25
C2 1.01711 3.95491 -3.96600  -0.83
C3 0.08246 2.94695 -3.66642  0.29
C4 -1.00828 2.82914 -4.56405  -0.23
C5 -1.13136 3.71731 -5.62457  0.32
F2 -2.21108 3.65113 -6.46313  -0.38
C6 -0.22162 4.71637 -5.89859  -0.88
C7 -2.01268 1.71067 -4.41880  0.95
C8 -2.40710 0.96767 -5.53690  -0.79
C9 -3.33452 -0.03974 -5.39002  -0.54
C10 -3.85068 -0.30794 -4.12756  -1.18
C11 -3.38017 0.43826 -3.06940  0.39
N1 -2.48106 1.42397 -3.19168  0.17
H1 1.89819 4.12433 -3.34975  0.43
H2 -0.35840 5.39780 -6.72517  0.50
H3 -1.96475 1.18385 -6.50015  0.44
H4 -3.64534 -0.62742 -6.24694  0.40
H5 -4.57575 -1.09372 -3.96036  0.43
H6 -3.70133 0.22275 -2.05536  0.17
C12 -0.00477 0.50742 2.42147  -1.18
P1 1.12368 -0.89380 2.77151  0.17
C13 0.61123 -2.36648 1.71258  -0.58
N2 1.68317 -3.02826 1.33718  -0.02
C14 1.52900 -4.15375 0.57841  0.47
C15 2.68402 -4.86213 0.14400  -0.82
C16 2.54273 -5.98531 -0.61050  -0.45
C17 1.24476 -6.46052 -0.96568  -0.53
C18 0.13274 -5.79029 -0.56166  -0.70
C19 0.26870 -4.61095 0.22084  0.01
N3 -0.84961 -3.93730 0.60209  0.36
C20 -0.71269 -2.85289 1.32025  0.96
P2 -2.27486 -1.99706 1.87240  -0.35
C21 -2.64146 -1.16079 0.29182  -0.93
C22 -3.54700 -3.32582 1.91782  2.28
C23 -3.99041 -3.90629 0.57493  -1.65
C24 -3.05261 -4.43467 2.84887  -1.77
C25 -4.76362 -2.64118 2.56729  -1.88
C26 0.67096 -1.39966 4.50682  2.13
C27 -0.72493 -0.97502 4.96458  -1.57
C28 1.71608 -0.70776 5.39567  -1.94
C29 0.82162 -2.91486 4.65329  -1.91
H7 0.30195 1.34161 3.05868  0.61
H8 -1.06567 0.32762 2.58075  0.70
H9 0.16114 0.85467 1.40058  -0.25
H10 3.65618 -4.47500 0.42036  0.49
H11 3.42047 -6.51933 -0.95303  0.39
H12 1.14938 -7.35243 -1.57079  0.40
H13 -0.86557 -6.10861 -0.83399  0.44
H14 -2.41911 -1.79260 -0.56927  0.49
H15 -2.12764 -0.21129 0.22595  -0.26
H16 -3.70174 -0.89405 0.27502  0.42
H17 -3.15969 -4.32339 0.00231  0.10
H18 -4.48469 -3.15230 -0.04199  0.26
H19 -4.72315 -4.70110 0.76232  0.56
H20 -2.23066 -5.00685 2.41157  0.25
H21 -3.88245 -5.12340 3.04988  0.55
H22 -2.71348 -4.03425 3.81023  0.27
H23 -5.13805 -1.80452 1.96790  0.28
H24 -4.53620 -2.25719 3.56367  0.35
H25 -5.57607 -3.37342 2.65106  0.53
H26 -0.85919 0.10946 4.93363  0.25
H27 -0.87171 -1.29177 6.00600  0.49
H28 -1.52078 -1.41443 4.35749  0.19
H29 1.68769 0.38276 5.28731  0.36
H30 2.72955 -1.03238 5.15072  0.40
H31 1.51589 -0.94355 6.44832  0.48
H32 0.01509 -3.45845 4.15036  0.25
H33 0.79041 -3.17627 5.71823  0.55
H34 1.76791 -3.28044 4.24404  0.31
Cl1 1.00533 4.51519 1.98227  -0.26
C30 -0.72558 4.32344 1.79004  0.60
C31 -1.56595 5.14025 2.57902  -0.55
C32 -2.91102 5.02075 2.51462  0.49
Cl2 -3.92409 6.06424 3.49869  -0.30
C33 -3.50446 4.04024 1.67047  0.25
C34 -4.89710 3.82486 1.58065  -0.79
C35 -5.37086 2.83299 0.78566  -1.27
C36 -4.44472 2.03311 0.07749  0.08
N4 -3.15059 2.20451 0.11402  0.47
C37 -2.66341 3.22373 0.89392  0.02
C38 -1.22064 3.39610 0.89960  -1.45
O1 -0.49217 2.66389 0.12032  -0.18
H35 -1.11939 5.86892 3.24247  0.49
H36 -5.56925 4.45193 2.15159  0.39
H37 -6.43294 2.64354 0.69368  0.42
H38 -4.81631 1.21906 -0.53968  0.29
C39 5.85572 -0.40722 -2.18854  -0.89
C40 5.17787 0.85837 -2.65091  -0.01
O2 4.83250 1.66680 -1.50410  -0.33
P3 3.35356 1.48136 -0.89511  0.67
O3 3.24561 2.86429 -0.05057  -0.30
C41 3.11912 4.09279 -0.80571  -0.10
C42 3.91762 5.15837 -0.11321  -1.57
O4 3.51223 0.45697 0.34807  0.19
C43 4.39912 0.70350 1.46423  -0.27
C44 4.97495 -0.61439 1.89472  -1.12
H39 6.18371 -1.00643 -3.04368  0.45
H40 5.18206 -1.02039 -1.58687  -0.01
H41 6.73170 -0.16689 -1.58160  0.32
H42 4.28695 0.64291 -3.23581  -0.07
H43 5.83474 1.45913 -3.27342  0.35
H44 2.06086 4.34635 -0.85395  0.18
H45 3.48439 3.94391 -1.82363  0.48
H46 3.55496 5.32033 0.90371  0.22
H47 3.83553 6.10352 -0.65776  0.39
H48 4.97165 4.87505 -0.06371  0.34
H49 3.80006 1.15312 2.25358  0.24
H50 5.16979 1.41240 1.16485  0.48
H51 4.17231 -1.33703 2.06185  0.03
H52 5.51996 -0.48772 2.83564  0.37
H53 5.66813 -1.00920 1.14604  0.31
F3 1.97508 0.19017 -3.87168  -0.18
C45 1.87202 -1.11338 -3.60835  0.57
F4 1.62092 -1.77579 -4.73277  -0.23
F5 3.02344 -1.55256 -3.08909  -0.20
S1 0.52571 -1.48214 -2.41614  0.87
O5 -0.61789 -0.74030 -2.94529  -0.41
O6 0.42224 -2.91095 -2.45500  -0.50
O7 1.00210 -0.91340 -1.13604  -0.84

Force components x, y, z for each atom (eV/Å):
-0.9106 3.3640 -0.3938
-0.0062 -0.0074 0.0169
-0.0456 0.1338 -0.2037
-0.0790 -0.0933 0.1661
0.0157 0.0835 -0.4613
-0.0470 -0.2746 0.1736
-0.1322 -0.0366 -0.1131
-0.0070 -0.0200 0.0055
0.0421 0.0268 0.0483
0.1763 0.3659 0.1856
0.0260 0.0709 0.0294
-0.0704 -0.1344 -0.0018
-0.0563 -0.0320 -0.0813
0.4023 0.2873 0.0412
-0.0147 -0.0130 -0.3884
-0.0750 -0.0717 -0.0162
0.0023 -0.0082 -0.0018
-0.0592 0.0129 0.0295
0.0128 0.0255 0.0323
0.0148 -0.0003 -0.0318
-0.0062 0.0194 -0.0247
-0.0647 -0.1044 -0.1161
0.3094 -0.1258 -0.5185
-0.3072 -0.1243 -0.0974
-0.2747 0.0158 -0.0222
0.6877 0.2803 0.2137
-0.1854 0.1792 0.1350
-0.3151 -0.1898 -0.1410
0.3770 0.0764 0.0614
-0.0108 0.2624 0.1324
-0.5337 -0.2759 -0.3069
0.1424 0.1641 0.1329
0.3372 0.1055 0.2154
0.7125 0.3070 -0.0547
-0.4365 -0.0530 -0.2417
-0.2708 -0.1941 -0.0505
-0.0313 -0.1613 -0.1303
-0.0698 -0.1697 0.0792
-0.1595 -0.1420 -0.0072
-0.2023 -0.0459 0.1969
-0.1263 -0.0509 0.2248
-0.0299 0.0588 0.1408
0.0046 -0.1115 0.1339
0.0566 -0.0355 0.0145
-0.0574 -0.0302 -0.0208
-0.0029 -0.0181 0.1166
-0.0191 0.0306 0.0206
-0.0347 -0.0192 -0.0065
0.0285 -0.0122 -0.0159
0.0162 0.0023 0.0120
0.0315 0.0410 -0.0469
0.2962 0.2065 0.0225
-0.0125 -0.0690 0.0021
-0.0906 0.0563 0.1626
0.0181 0.0017 0.0342
0.0291 0.0284 -0.0394
-0.1222 0.0885 -0.0190
0.0914 0.0172 0.0189
-0.0285 0.0301 -0.0391
0.0756 -0.0669 0.0013
0.0342 -0.0464 -0.0032
0.0305 0.0843 0.0295
0.0805 -0.0495 0.0098
0.0074 0.0243 -0.0564
0.1996 0.0311 0.0951
-0.0516 -0.1025 -0.0220
-0.0427 -0.0402 -0.0119
0.0338 0.0330 -0.0612
0.0365 0.0940 0.0227
-0.0093 -0.0167 -0.0748
-0.0114 0.0738 0.0093
-0.3576 -0.0887 -0.1115
0.0486 0.6271 0.5993
0.5913 -0.0200 -0.0132
-0.4535 -0.1410 -0.1191
0.1126 -0.1158 -0.1112
-0.1554 0.2419 0.2322
0.0233 0.2159 0.1758
0.0054 -0.2937 -0.2554
-0.1278 0.0558 0.0550
0.1270 0.4850 0.3436
-0.0333 -0.4635 -0.3272
0.2928 -0.8657 -0.6650
-0.6604 1.7961 2.0351
0.0305 -0.0148 -0.0223
0.0269 -0.0022 0.0007
0.0358 -0.0157 -0.0101
0.0224 0.0259 0.0064
0.1820 -0.2779 -0.0463
0.0051 0.0804 0.3475
0.7514 0.1067 -0.4106
-0.9595 -0.3267 0.6069
0.2900 0.1840 -0.1773
-0.1055 -0.3898 0.1462
0.1919 0.2913 0.1198
0.1822 0.3431 -0.3067
-0.3442 0.0419 -0.3255
0.1750 -0.2672 0.2138
-0.0373 0.0648 0.0373
-0.0231 0.0716 -0.0255
-0.0327 0.0067 -0.0301
-0.1290 -0.0156 0.0065
0.1205 0.1327 0.0273
-0.0844 0.0284 0.0194
0.0490 -0.0207 -0.0253
0.0008 -0.0416 -0.0682
-0.0019 -0.0648 0.0270
-0.0545 0.0084 -0.0190
-0.0314 0.0363 0.0832
0.0888 0.0551 0.0052
0.0400 0.0661 -0.0678
0.0186 -0.0134 -0.0611
-0.0956 0.0197 0.0340
0.0259 -0.0959 -0.0594
-0.3032 -0.3889 0.4405
0.2186 0.1539 -0.2817
0.1923 0.0972 -0.2484
-0.0463 -1.7689 0.2381
0.2978 -1.2388 -0.4448
0.0504 0.0972 0.0831
0.5214 -2.1379 -0.7970